No. 1
The following is a quantum chemistry calculation of a cluster of 2 separate species, C3H6N2O2 in total, from the OMol25 dataset.

Geometry (Å):
C: -0.960 -0.859 0.598
C: 1.656 0.729 -2.073
C: -0.445 -0.821 2.127
N: -1.364 0.279 0.146
N: -1.797 1.106 -0.524
O: 2.177 0.380 -1.084
O: 0.520 1.402 -2.221
H: -1.026 -1.779 0.082
H: 2.022 0.546 -3.195
H: 0.641 -1.209 2.139
H: -1.045 -1.598 2.704
H: -0.531 0.086 2.739
H: 0.152 1.738 -1.438

## Properties
orbital gap: 0.326 hartree
ΔE to the lowest compared entry with this formula, charge and spin: 383.33 kJ/mol
highest occupied orbital energy: -8.51 eV



No. 2
The following is a quantum chemistry calculation of a cluster of 2 separate species, C4H12NO2 in total, from the OMol25 dataset.

Geometry (Å):
C: -1.344 -1.994 -0.082
C: -0.429 -1.203 0.918
C: 0.989 -0.766 0.430
C: 1.443 0.561 -0.313
N: -1.820 0.991 -1.470
O: 0.632 1.302 -0.881
O: 2.733 0.746 -0.186
H: -1.288 -1.758 -1.047
H: -2.326 -1.682 0.194
H: -1.009 -3.009 0.041
H: -0.915 -0.262 1.440
H: -0.273 -1.922 1.787
H: 1.455 -0.761 1.381
H: 1.371 -1.654 -0.124
H: -1.618 0.180 -2.207
H: -2.009 1.818 -2.035
H: -2.636 0.605 -0.922
H: -0.896 0.924 -1.049
H: 3.025 1.547 -0.723

## Properties
orbital gap: 0.410 hartree
ΔE to the lowest compared entry with this formula, charge and spin: 165.00 kJ/mol
highest occupied orbital energy: -14.74 eV
total charge: +1



No. 3
The following is a quantum chemistry calculation of a structure of composition C42H32BrEuN6O6, from the OMol25 dataset.

Geometry (Å):
Eu: 0.686 -0.104 -0.121
C: 2.345 0.432 4.413
O: 3.460 0.615 3.501
C: 2.935 0.655 2.275
N: 1.672 0.472 2.158
C: 1.137 0.161 3.488
C: -0.095 0.965 3.825
C: -1.074 0.415 4.647
C: -2.202 1.148 4.988
C: -2.362 2.440 4.504
C: -1.388 2.995 3.687
C: -0.259 2.261 3.349
C: 3.786 0.866 1.114
C: 5.108 1.224 1.182
C: 5.818 1.425 -0.013
C: 5.161 1.251 -1.219
C: 3.825 0.875 -1.215
N: 3.122 0.676 -0.059
C: 3.043 0.643 -2.398
N: 1.814 0.243 -2.342
C: 1.332 0.057 -3.714
C: 2.506 0.588 -4.568
O: 3.568 0.841 -3.614
C: 0.020 0.764 -3.965
C: -0.222 2.025 -3.430
C: -1.423 2.675 -3.676
C: -2.392 2.072 -4.467
C: -2.152 0.819 -5.013
C: -0.953 0.167 -4.759
H: 2.226 1.345 4.995
H: 2.586 -0.397 5.072
H: 0.872 -0.900 3.500
H: -0.957 -0.599 5.015
H: -2.957 0.710 5.627
H: -3.241 3.014 4.769
H: -1.504 4.004 3.311
H: 0.501 2.696 2.711
H: 5.581 1.349 2.146
H: 6.859 1.712 0.009
H: 5.670 1.394 -2.162
H: 1.179 -1.013 -3.878
H: 2.263 1.527 -5.063
H: 2.874 -0.128 -5.298
H: 0.537 2.503 -2.823
H: -1.597 3.658 -3.255
H: -3.326 2.581 -4.665
H: -2.903 0.344 -5.632
H: -0.778 -0.821 -5.172
O: -5.078 -5.090 0.113
C: -5.524 -3.822 0.159
O: -6.697 -3.583 0.158
C: -4.498 -2.729 0.202
C: -3.194 -2.914 0.691
C: -2.308 -1.877 0.702
C: -2.680 -0.577 0.209
C: -4.040 -0.400 -0.229
C: -4.907 -1.455 -0.230
N: -1.752 0.387 0.181
C: -2.144 1.724 0.120
C: -1.189 2.735 0.023
C: -1.582 4.095 0.049
C: -0.622 5.073 -0.017
C: 0.724 4.701 -0.104
C: 1.039 3.353 -0.130
N: 0.129 2.382 -0.074
H: -4.119 -5.133 0.033
H: -2.892 -3.865 1.117
H: -1.334 -1.998 1.155
H: -4.366 0.557 -0.606
H: -5.928 -1.338 -0.568
H: -3.180 2.020 0.192
H: -2.632 4.344 0.124
H: -0.902 6.118 0.002
H: 1.511 5.440 -0.152
H: 2.073 3.028 -0.200
Br: 1.625 -7.418 -2.401
C: 1.406 -6.289 -0.911
C: 1.389 -6.827 0.371
N: 1.237 -6.082 1.463
C: 1.113 -4.769 1.308
C: 1.110 -4.151 0.063
C: 1.252 -4.929 -1.077
C: 0.904 -2.690 -0.037
O: 0.543 -2.169 -1.126
O: 1.062 -1.951 0.998
H: 1.499 -7.895 0.516
H: 1.010 -4.175 2.209
H: 1.241 -4.476 -2.060

## Properties
orbital gap (spin up / spin down): 0.157 / 0.214 hartree
highest occupied orbital energy (spin up / spin down): -8.46 / -10.00 eV
multiplicity: 8
expectation value of S²: 15.779
total charge: +1



No. 4
The following is a quantum chemistry calculation of an isolated molecule of C2HClF3N, from the OMol25 dataset.

Geometry (Å):
H: 2.299 -0.107 -0.692
N: 1.572 0.288 -0.178
C: 0.469 -0.230 -0.295
Cl: 0.025 -1.558 -1.395
C: -0.795 0.296 0.493
F: -1.589 1.087 -0.373
F: -0.446 0.987 1.564
F: -1.534 -0.763 0.876

## Properties
orbital gap: 0.442 hartree
ΔE to the lowest compared entry with this formula, charge and spin: 0.92 kJ/mol
structure (SMILES): [H]/N=C(\Cl)C(F)(F)F
highest occupied orbital energy: -11.50 eV



No. 5
The following is a quantum chemistry calculation of a structure of composition C5H9NO, from the OMol25 dataset.

Geometry (Å):
C: -0.840 -0.373 1.220
C: -0.102 -0.039 -0.062
C: -0.295 -1.121 -1.130
C: -0.216 1.370 -0.686
O: 1.212 1.380 -0.941
C: 1.331 0.462 0.077
N: 2.259 0.470 0.923
H: -0.777 0.441 1.949
H: -1.897 -0.580 1.016
H: -0.415 -1.276 1.676
H: 0.036 -2.103 -0.775
H: -1.361 -1.199 -1.379
H: 0.253 -0.883 -2.047
H: -0.424 2.125 0.080
H: -0.813 1.520 -1.586
H: 2.049 -0.193 1.666

## Properties
orbital gap: 0.400 hartree
ΔE to the lowest compared entry with this formula, charge and spin: 167.59 kJ/mol
highest occupied orbital energy: -10.10 eV



No. 6
The following is a quantum chemistry calculation of a cluster of 2 separate species, C5H14 in total, from the OMol25 dataset.

Geometry (Å):
C: -0.436 -0.145 -1.607
C: -0.567 0.514 -2.944
C: -1.349 0.382 -0.510
H: -0.662 -1.231 -1.696
H: 0.562 -0.202 -1.222
H: -0.224 1.575 -2.935
H: -1.578 0.616 -3.335
H: -0.840 0.789 0.358
H: -2.023 1.160 -0.876
H: 0.034 0.026 -3.717
H: -2.032 -0.370 -0.074
C: 0.868 -0.908 2.954
C: 1.454 0.107 1.915
H: 1.621 -1.229 3.663
H: 0.031 -0.484 3.520
H: 0.306 -1.620 2.304
H: 0.817 0.152 1.016
H: 2.478 -0.057 1.618
H: 1.391 1.112 2.338

## Properties
orbital gap (spin up / spin down): 0.095 / 0.429 hartree
ΔE to the lowest compared entry with this formula, charge and spin: 59.49 kJ/mol
highest occupied orbital energy (spin up / spin down): 1.58 / -7.31 eV
multiplicity: 2
expectation value of S²: 0.750
total charge: -1



No. 7
The following is a quantum chemistry calculation of a cluster of 6 separate species, C23H45B2F5N11O13S in total, from the OMol25 dataset.

Geometry (Å):
C: -4.452 1.337 0.200
C: -3.444 0.738 -0.803
N: -2.594 -0.333 -0.241
C: -1.622 0.193 0.735
C: -0.693 -0.891 1.295
C: 0.815 -0.597 1.069
S: 1.403 0.756 2.098
O: 0.734 1.938 1.636
O: 1.098 0.528 3.488
C: 3.203 1.076 1.743
F: 3.342 0.842 0.423
F: 3.429 2.370 1.936
C: 4.259 0.189 2.479
F: 3.879 -0.218 3.686
F: 5.363 0.961 2.653
F: 4.651 -0.841 1.747
O: 0.892 -0.340 -0.300
B: 1.339 -1.578 -0.963
O: 2.787 -1.259 -1.314
C: 0.614 -1.929 -2.412
C: 1.275 -1.075 -3.480
C: 2.133 -1.617 -4.395
C: 2.737 -0.782 -5.311
C: 2.489 0.554 -5.291
C: 1.605 1.082 -4.382
C: 0.992 0.276 -3.464
O: 1.370 -2.673 0.019
C: 1.572 -1.971 1.226
C: 1.150 -2.869 2.397
B: 2.281 -3.959 2.693
O: 2.347 -4.531 3.945
O: 3.218 -4.387 1.771
C: -3.429 -1.336 0.314
C: -3.971 -2.343 -0.692
O: -3.692 -1.427 1.501
H: -5.275 0.667 0.445
H: -3.984 1.715 1.108
H: -4.930 2.201 -0.271
H: -4.036 0.266 -1.598
H: -2.867 1.528 -1.284
H: -1.093 1.004 0.241
H: -2.178 0.619 1.580
H: -0.886 -0.977 2.372
H: -0.935 -1.869 0.882
H: 3.234 -2.060 -1.600
H: 0.735 -2.991 -2.656
H: -0.458 -1.691 -2.396
H: 2.340 -2.681 -4.401
H: 3.429 -1.226 -6.020
H: 2.991 1.207 -5.997
H: 1.393 2.148 -4.360
H: 0.302 0.650 -2.719
H: 2.663 -1.798 1.240
H: 0.228 -3.406 2.148
H: 0.963 -2.290 3.312
H: 1.614 -4.173 4.461
H: 3.905 -3.727 1.635
H: -5.060 -2.264 -0.744
H: -3.593 -2.126 -1.693
H: -3.660 -3.353 -0.427
C: -7.610 2.608 2.268
O: -6.549 2.673 1.684
N: -8.114 1.427 2.743
N: -8.394 3.710 2.505
H: -8.986 1.348 3.229
H: -7.564 0.601 2.588
H: -8.053 4.592 2.172
H: -9.272 3.676 2.987
C: 5.409 2.555 -2.743
O: 5.507 3.205 -3.771
N: 4.230 2.127 -2.231
N: 6.508 2.182 -2.004
H: 4.156 1.594 -1.385
H: 3.392 2.357 -2.734
H: 7.407 2.468 -2.342
H: 6.452 1.645 -1.159
C: 6.930 -2.088 -3.385
O: 7.437 -3.161 -3.671
N: 5.782 -1.986 -2.653
N: 7.474 -0.895 -3.780
H: 5.342 -1.115 -2.414
H: 5.356 -2.842 -2.350
H: 8.313 -0.934 -4.326
H: 7.078 -0.001 -3.557
C: 0.542 -0.826 6.742
O: 0.048 -1.700 6.052
N: 0.121 -0.585 8.027
N: 1.549 -0.019 6.305
H: 0.509 0.126 8.615
H: -0.619 -1.161 8.381
H: 1.876 -0.163 5.365
H: 1.966 0.700 6.862
C: -7.247 2.891 -2.764
O: -6.617 1.881 -3.000
N: -8.468 2.870 -2.143
N: -6.789 4.138 -3.096
H: -9.002 3.692 -1.937
H: -8.832 1.973 -1.883
H: -5.896 4.190 -3.550
H: -7.290 4.984 -2.909

## Properties
orbital gap: 0.260 hartree
highest occupied orbital energy: -5.40 eV
total charge: -1



Number 1: strongest force on any atom 5.07 eV Å⁻¹. Number 2: strongest force on any atom 5.42 eV Å⁻¹. Number 3: strongest force on any atom 3.73 eV Å⁻¹. Number 4: strongest force on any atom 2.61 eV Å⁻¹. Number 5: strongest force on any atom 0.50 eV Å⁻¹. Number 6: strongest force on any atom 2.14 eV Å⁻¹. Number 7: strongest force on any atom 3.67 eV Å⁻¹.